[1]
The molecule C8H11NO at a distorted geometry, computed with ωB97M-V/def2-TZVPD.

```
21
Properties=species:S:1:pos:R:3:forces:R:3
N 2.057 -1.424 0.687 -0.907 -0.805 1.812
C 1.052 -1.568 -0.315 -2.532 -1.542 3.005
C 0.242 -0.324 -0.635 -0.052 -0.504 -0.540
C 0.483 0.241 -1.941 -2.094 0.579 1.856
C -0.269 1.357 -2.339 -0.539 -1.395 2.004
C -1.212 1.850 -1.395 1.008 1.396 -0.341
C -1.277 1.450 -0.091 0.761 -3.790 0.601
C -0.696 0.180 0.313 0.390 1.879 -1.363
C -0.967 -0.384 1.753 0.573 -0.160 -2.386
O -1.108 0.693 2.664 0.814 -0.946 0.617
H 1.824 -1.015 1.572 -0.462 0.096 0.007
H 2.935 -1.119 0.466 2.439 0.977 -1.300
H 1.530 -2.105 -1.093 0.037 -0.115 -1.344
H 0.320 -2.365 0.205 1.146 1.465 -1.536
H 1.084 -0.348 -2.599 0.599 0.153 -0.376
H -0.175 1.777 -3.304 -0.026 0.368 -0.855
H -1.819 2.731 -1.547 0.142 0.204 -0.811
H -1.830 1.945 0.658 -0.829 0.683 0.372
H -1.754 -1.170 1.802 -0.209 1.057 -0.125
H -0.090 -0.985 1.894 0.571 -0.138 0.925
H -0.330 0.584 3.247 -0.829 0.538 -0.223
```
Forces are in eV/Å.

Properties
ΔE to the lowest compared entry with this formula, charge and spin ... 49.0 kcal per mole
HOMO-LUMO gap ... 0.3495 Ha
LUMO energy ... 0.718 eV
Spin multiplicity ... 1
E_tot ... -441.369500 a.u.


[2]
The ion C8H11NO2P with charge -1 at a distorted geometry, computed with ωB97M-V/def2-TZVPD.

```
23
Properties=species:S:1:pos:R:3:forces:R:3
C 1.790 -1.934 -0.794 4.229 0.513 -0.612
C 0.674 -2.743 -0.610 -0.902 -3.127 -0.098
C 1.699 -0.565 -0.667 0.183 1.049 -1.600
C -0.478 -2.132 -0.407 -5.865 -2.867 0.914
C 0.440 0.079 -0.538 2.182 0.163 0.685
C -0.725 -0.816 -0.423 -1.489 3.329 0.504
C 1.288 2.345 -0.763 -0.274 0.832 2.959
C -2.830 -0.177 1.510 -0.717 1.077 -0.076
N 0.328 1.413 -0.240 -1.671 -1.080 -0.517
O -2.296 1.277 -0.824 -0.234 -0.497 0.569
O -3.383 -1.129 -0.848 -1.456 -1.334 -1.348
P -2.436 -0.160 -0.310 1.632 1.337 1.043
H 2.747 -2.437 -1.051 -0.597 0.713 0.181
H 0.672 -3.838 -0.764 0.300 0.730 0.290
H 2.569 0.041 -1.018 -0.533 -0.607 0.863
H -1.547 -2.662 -0.256 2.727 0.325 -0.506
H 0.708 2.981 -1.384 0.221 0.661 -1.235
H 1.689 2.991 0.079 -0.342 -0.565 -0.805
H 2.109 1.799 -1.140 0.726 0.005 -1.077
H -3.907 0.348 1.569 2.678 -0.507 0.307
H -3.068 -1.215 1.810 0.573 0.406 -0.108
H -1.902 0.249 2.059 -2.079 -0.370 -0.361
H -0.701 1.683 -0.326 0.706 -0.186 0.028
```
Forces are in eV/Å.

Properties
Expectation value of S² ... 2.03
Net charge ... -1
HOMO-LUMO gap (spin up / spin down) ... 0.1548 / 0.2443 Ha
LUMO energy (spin up / spin down) ... 3.547 / 1.714 eV
Spin multiplicity ... 3
E_tot ... -857.995740 a.u.


[3]
The molecule C8H11NO2S2 at a distorted geometry, computed with ωB97M-V/def2-TZVPD.

```
24
Properties=species:S:1:pos:R:3:forces:R:3
C -2.432 1.900 0.077 1.565 -0.460 -0.008
C -1.230 1.384 -0.164 -1.385 1.357 -0.340
C -0.815 0.026 -0.577 2.495 1.533 1.341
C 0.547 -0.272 0.252 -1.478 -0.044 2.373
C 1.781 0.550 -0.040 -0.207 -0.675 0.522
N 1.988 1.215 -1.098 -0.966 0.326 -1.326
C 3.232 1.757 -1.170 -1.095 -0.305 -0.100
C 4.031 1.484 -0.099 -1.615 0.106 -1.316
S 3.156 0.528 1.000 0.327 -0.197 0.669
S 0.926 -1.962 -0.163 0.359 -2.801 -0.487
C -0.241 -3.102 0.645 -2.056 1.157 -3.842
O 0.653 -2.102 -1.566 -0.319 0.440 -0.581
O 2.239 -2.391 0.246 0.007 0.611 0.733
H -2.654 2.908 0.269 0.673 1.508 0.275
H -3.288 1.388 0.231 -2.691 -2.368 -0.165
H -0.547 2.180 -0.061 1.726 0.319 -0.433
H -1.657 -0.631 -0.579 -0.100 -1.023 0.657
H -0.353 -0.049 -1.536 -0.358 0.618 -1.219
H 0.417 -0.125 1.390 -0.181 -0.805 -1.574
H 3.268 2.286 -2.104 1.420 0.509 0.049
H 5.023 1.794 -0.065 1.526 0.263 0.707
H -1.325 -2.738 0.359 2.086 -0.643 1.347
H -0.129 -4.042 0.062 0.266 0.695 0.278
H 0.083 -3.258 1.608 -0.001 -0.118 2.441
```
Forces are in eV/Å.

Properties
ΔE to the lowest compared entry with this formula, charge and spin ... 49.3 kcal per mole
HOMO-LUMO gap ... 0.3645 Ha
LUMO energy ... 0.526 eV
Spin multiplicity ... 1
E_tot ... -1312.941734 a.u.


[4]
The molecule C8H11NO3 at a distorted geometry, computed with ωB97M-V/def2-TZVPD.

```
23
Properties=species:S:1:pos:R:3:forces:R:3
O -0.317 3.572 -1.257 0.567 0.623 -1.194
C -0.130 3.027 -0.262 -1.682 -1.453 1.878
C -0.182 2.400 0.913 0.772 1.868 -1.331
C -1.021 1.208 1.289 2.382 -0.547 -4.192
C -0.236 -0.121 1.012 -0.062 -0.058 0.174
C 0.048 -0.319 -0.482 1.582 -1.345 0.636
C 1.013 0.586 -1.117 0.389 -1.252 1.915
N 2.229 0.827 -0.770 -0.377 -1.189 0.748
O 3.009 1.635 -1.206 1.258 1.598 -1.312
O 2.790 0.073 0.318 -1.820 -0.143 0.264
C -0.926 -0.828 -1.479 1.638 -1.285 2.149
C 0.178 -1.766 -1.064 0.548 1.275 0.036
H 0.405 3.002 1.582 0.275 -0.306 0.804
H -1.100 1.277 2.280 -1.197 0.217 3.949
H -1.929 1.290 0.710 -0.594 -0.423 0.284
H 0.817 -0.016 1.568 -2.550 -0.817 -0.924
H -0.947 -0.975 1.314 1.539 0.948 0.073
H 0.624 1.026 -1.951 -0.065 1.846 -2.088
H 3.628 -0.177 -0.057 0.874 -0.018 -0.283
H -0.969 -0.361 -2.378 0.291 1.046 -2.801
H -1.856 -1.031 -1.124 -2.636 -0.747 1.071
H 0.113 -2.576 -0.387 -1.174 -0.533 0.814
H 1.033 -2.022 -1.667 0.046 0.695 -0.668
```
Forces are in eV/Å.

Properties
ΔE to the lowest compared entry with this formula, charge and spin ... 156.5 kcal per mole
HOMO-LUMO gap ... 0.3267 Ha
LUMO energy ... 0.745 eV
Spin multiplicity ... 1
E_tot ... -591.677399 a.u.


[5]
A structure of composition C8H11NOS at a distorted geometry, computed with ωB97M-V/def2-TZVPD.

```
22
Properties=species:S:1:pos:R:3:forces:R:3
C -0.764 1.355 -0.304 -2.736 -2.343 0.661
C -0.196 0.476 -1.448 4.037 3.895 -1.951
C -0.131 -0.877 -0.987 -0.902 -3.752 4.388
C -1.598 -1.019 -0.242 2.068 -0.040 0.796
C -1.207 0.207 0.696 0.401 -0.546 -1.177
C -0.051 -0.350 1.514 -0.025 -2.097 3.847
C 0.866 -0.997 0.449 0.895 -0.373 -4.926
C 3.088 0.016 -0.057 9.524 1.629 0.322
H -0.304 2.600 1.072 -0.423 0.244 0.653
H -1.726 1.868 -0.445 0.058 -0.215 -1.258
H 0.900 0.896 -1.964 -2.829 -1.009 2.058
H -0.723 0.461 -2.360 -1.421 0.386 -0.908
H 0.177 -1.618 -1.718 -0.103 -0.075 0.049
H -1.930 -1.998 0.322 1.154 1.874 -1.080
H -2.392 -0.754 -0.908 -0.519 0.218 -0.529
H -2.040 0.499 1.265 -0.970 0.590 1.136
H 0.549 0.363 2.523 -1.995 -2.305 -3.585
H -0.706 -1.349 2.042 2.572 2.828 -0.925
H 1.425 -2.038 0.394 -2.067 1.620 1.288
N 2.006 -0.227 -0.096 -8.555 -1.524 1.585
O 0.059 2.266 0.266 2.642 0.835 -0.329
S 4.696 0.220 -0.014 -0.806 0.161 -0.116
```
Forces are in eV/Å.

Properties
ΔE to the lowest compared entry with this formula, charge and spin ... 105.5 kcal per mole
HOMO-LUMO gap ... 0.3358 Ha
LUMO energy ... 0.520 eV
Spin multiplicity ... 1
E_tot ... -839.446742 a.u.


[6]
A cluster of 2 separate species, C8H11NOS in total at a distorted geometry, computed with ωB97M-V/def2-TZVPD.

```
22
Properties=species:S:1:pos:R:3:forces:R:3
C 1.274 0.678 2.116 3.124 -0.353 1.605
N 0.129 0.909 1.342 -1.605 2.554 -0.332
C -0.384 2.305 1.339 1.917 -1.939 3.561
C -0.293 0.196 0.285 1.067 -3.016 -0.122
C -0.304 -1.220 0.384 0.279 -1.025 -0.743
C -0.786 -1.920 -0.753 -0.409 -0.004 2.747
C -1.313 -1.312 -1.871 0.188 -0.669 -1.196
C -1.087 0.043 -2.005 0.921 -0.261 3.166
C -0.574 0.807 -0.922 -0.886 -0.337 -1.317
H 1.034 0.509 3.174 -0.157 -0.203 0.021
H 2.027 -0.176 1.856 -1.858 1.329 -0.229
H 1.935 1.597 2.183 -0.627 -0.740 -0.449
H -0.431 2.505 2.444 0.081 0.839 -1.225
H 0.201 2.930 0.743 1.778 1.480 -0.293
H -1.299 2.442 0.898 -2.669 -0.547 -0.615
H 0.098 -1.861 1.292 -1.003 1.799 -1.867
H -0.930 -2.948 -0.506 0.012 -0.887 -0.636
H -1.756 -1.895 -2.739 0.682 0.718 1.317
H -1.157 0.378 -2.956 -0.621 1.842 -2.654
H -0.371 1.885 -0.937 -0.236 -0.601 -0.729
O 2.322 -2.289 -2.855 0.132 0.234 -0.068
S 1.665 -3.563 -2.513 -0.111 -0.212 0.059
```
Forces are in eV/Å.

Properties
ΔE to the lowest compared entry with this formula, charge and spin ... 86.1 kcal per mole
HOMO-LUMO gap (spin up / spin down) ... 0.2328 / 0.2331 Ha
LUMO energy (spin up / spin down) ... -1.305 / -1.291 eV
Spin multiplicity ... 1
E_tot ... -839.477664 a.u.


[7]
The molecule C8H11NS at a distorted geometry, computed with ωB97M-V/def2-TZVPD.

```
21
Properties=species:S:1:pos:R:3:forces:R:3
C -0.859 -1.359 1.214 -0.908 0.191 -1.676
C 1.424 0.486 -0.906 1.713 -1.717 -0.899
C -0.259 -0.346 1.871 0.996 0.374 -0.336
C 0.314 -0.128 -1.781 -1.607 2.084 1.034
C 0.313 0.762 1.230 0.034 1.067 0.174
C -1.087 0.018 -1.211 3.517 -1.864 1.752
C -0.393 -0.462 3.364 3.233 2.927 0.937
C 0.324 0.628 -3.098 0.940 -0.056 -2.228
N 1.344 0.742 0.321 0.399 0.431 -0.809
S -1.771 -1.176 -0.276 -0.329 -0.888 0.951
H -1.040 -2.198 1.841 -0.674 -1.064 -0.294
H 2.467 0.515 -1.487 -2.039 0.178 1.594
H 0.445 -1.181 -1.962 0.698 -0.447 0.121
H 0.302 1.741 1.753 0.002 -0.703 -0.135
H -1.560 0.732 -1.745 -2.632 1.862 -1.123
H 0.479 -0.965 3.908 -1.465 -0.017 -0.929
H -1.372 -0.750 3.591 -1.134 -0.818 0.931
H -0.222 0.604 3.755 -0.633 -1.239 -0.356
H 1.262 0.223 -3.612 -1.225 0.810 0.105
H 0.485 1.771 -3.009 -0.634 -1.879 -0.014
H -0.597 0.342 -3.761 1.749 0.768 1.200
```
Forces are in eV/Å.

Properties
ΔE to the lowest compared entry with this formula, charge and spin ... 96.9 kcal per mole
HOMO-LUMO gap (spin up / spin down) ... 0.2609 / 0.2559 Ha
LUMO energy (spin up / spin down) ... -0.190 / -0.110 eV
Spin multiplicity ... 1
E_tot ... -764.194802 a.u.


[8]
The molecule C8H11NS at a distorted geometry, computed with ωB97M-V/def2-TZVPD.

```
21
Properties=species:S:1:pos:R:3:forces:R:3
C 1.354 2.114 0.418 -2.034 -5.175 -1.223
C 0.478 0.739 -0.545 -1.187 2.568 5.301
C -1.031 0.793 -0.320 1.127 -2.416 0.711
N -2.159 1.523 -0.444 0.294 0.795 -0.700
C -3.145 0.787 -0.147 -2.069 -1.906 1.810
S -2.737 -0.901 0.490 -0.147 1.130 -0.860
C -1.121 -0.513 0.153 -0.082 2.545 -0.790
C 0.370 -0.773 -0.013 -0.516 0.249 -0.746
C 1.000 -1.140 1.278 1.101 2.740 -0.438
C 0.641 -1.735 -1.211 0.181 -0.517 3.438
H 1.975 1.422 0.992 0.065 0.843 0.473
H 0.634 2.727 0.942 0.060 -0.101 -0.031
H 1.886 2.521 -0.368 1.121 1.428 -1.192
H 0.698 0.686 -1.527 1.329 0.622 -3.173
H -4.216 1.036 -0.004 0.964 0.207 -0.443
H 2.041 -1.243 1.032 0.817 -0.180 0.619
H 0.611 -2.010 1.677 -0.740 -1.877 0.792
H 0.829 -0.289 1.974 0.315 -0.699 -0.135
H 1.371 -2.528 -0.958 -0.593 0.319 -0.417
H 0.868 -1.191 -2.042 1.272 1.270 -2.273
H -0.346 -2.024 -1.376 -1.279 -1.844 -0.722
```
Forces are in eV/Å.

Properties
ΔE to the lowest compared entry with this formula, charge and spin ... 69.1 kcal per mole
HOMO-LUMO gap ... 0.3345 Ha
LUMO energy ... 0.760 eV
Spin multiplicity ... 1
E_tot ... -764.239147 a.u.


[9]
A cluster of 2 separate species, C8H11O2S in total at a distorted geometry, computed with ωB97M-V/def2-TZVPD.

```
22
Properties=species:S:1:pos:R:3:forces:R:3
C -3.558 -0.680 -0.808 1.575 -0.024 0.338
C 1.276 2.689 -0.306 -0.122 3.330 0.763
C 3.910 -0.085 -0.575 -0.698 1.369 3.011
C -1.486 0.447 -0.334 1.602 0.815 1.524
C -0.267 0.729 0.418 0.309 -0.737 -0.539
C -2.366 -0.640 -0.136 0.747 -1.512 0.635
C 0.723 1.581 0.011 -2.606 -1.304 0.522
C -1.863 -1.830 0.775 1.077 2.309 0.661
O 2.766 -0.310 2.007 0.621 0.873 1.035
O 2.294 -1.962 0.300 -0.462 -0.188 -0.166
S 2.603 -0.553 0.588 0.840 -0.994 -2.665
H -3.905 -1.647 -1.083 -1.062 -0.454 0.126
H -3.837 0.220 -1.324 -0.364 0.019 -0.431
H 1.976 2.816 -1.099 0.767 -0.208 -0.280
H 0.995 3.705 0.223 0.335 -2.098 -0.938
H 3.862 1.028 -0.484 0.435 -0.637 -0.417
H 3.659 -0.453 -1.534 -0.432 -0.418 -0.977
H -1.739 1.093 -1.159 0.133 0.354 -0.050
H 0.090 0.083 1.254 -0.787 0.294 -0.674
H -1.498 -1.335 1.739 -0.404 -0.661 -1.166
H -0.991 -2.426 0.434 -0.528 0.579 -0.279
H -2.643 -2.469 1.094 -0.977 -0.707 -0.033
```
Forces are in eV/Å.

Properties
Net charge ... -1
ΔE to the lowest compared entry with this formula, charge and spin ... 135.4 kcal per mole
HOMO-LUMO gap (spin up / spin down) ... 0.2591 / 0.1830 Ha
LUMO energy (spin up / spin down) ... 3.397 / 2.306 eV
Spin multiplicity ... 1
E_tot ... -859.909042 a.u.


[10]
The ion C8H11OS with charge +1 at a distorted geometry, computed with ωB97M-V/def2-TZVPD.

```
21
Properties=species:S:1:pos:R:3:forces:R:3
C 1.218 2.223 -2.052 -0.271 -1.199 0.912
C 1.424 2.275 -0.669 -0.523 -0.688 0.702
C 0.483 1.220 -2.677 -1.572 -2.034 -1.906
C 0.919 1.204 0.050 2.282 3.537 -1.115
C -0.180 0.259 -1.920 1.755 3.087 -0.662
C 0.132 0.309 -0.574 -0.988 -1.629 -0.107
C 0.393 -2.225 1.667 -0.736 -0.325 -3.462
C -1.995 -0.679 1.980 0.412 -2.868 -0.528
O -1.422 -2.161 -0.235 -1.153 -1.376 -1.745
S -0.783 -1.283 0.686 0.052 1.795 3.993
H 1.761 2.841 -2.646 1.362 2.035 -1.721
H 2.060 3.031 -0.222 -0.177 0.015 -0.036
H 0.447 1.156 -3.799 -0.053 0.382 1.257
H 1.325 1.209 1.000 0.084 -0.913 2.335
H -0.938 -0.365 -2.238 -1.141 -1.528 -1.090
H 0.726 -1.673 2.456 0.526 1.149 2.592
H 1.208 -2.245 0.939 0.200 -0.733 0.174
H -0.104 -3.169 1.782 0.243 -0.616 0.581
H -1.540 -0.020 2.714 0.080 -0.163 0.019
H -2.376 -1.685 2.360 0.269 1.557 0.051
H -2.759 -0.219 1.398 -0.653 0.517 -0.246
```
Forces are in eV/Å.

Properties
Expectation value of S² ... 2.02
Net charge ... +1
HOMO-LUMO gap (spin up / spin down) ... 0.2354 / 0.2053 Ha
LUMO energy (spin up / spin down) ... -3.862 / -8.150 eV
Spin multiplicity ... 3
E_tot ... -784.357510 a.u.


[11]
The ion C8H12 with charge -1, computed with ωB97M-V/def2-TZVPD.

```
20
Properties=species:S:1:pos:R:3:forces:R:3
C 1.137 1.440 -1.952 0.013 -0.288 -0.175
C 0.704 1.199 -0.522 -0.082 -0.458 -0.093
C 0.770 2.231 0.359 -0.103 0.624 0.011
C -0.768 -0.266 0.803 -0.203 -0.513 0.246
C 0.185 -0.110 -0.207 0.153 0.734 0.132
C 0.756 -1.300 -0.913 -0.455 -0.399 -0.262
C -2.240 -1.597 2.307 0.285 0.657 -0.217
C -1.271 -1.474 1.326 -0.012 -0.159 0.399
H 1.897 0.727 -2.283 0.193 0.102 0.102
H 0.299 1.250 -2.634 -0.029 0.221 0.059
H 1.514 2.453 -2.109 -0.027 -0.058 0.034
H 0.462 2.125 1.390 0.068 -0.088 0.043
H 1.071 3.231 0.042 -0.074 -0.199 -0.006
H -1.232 0.612 1.241 0.138 0.287 -0.143
H 1.754 -1.109 -1.299 0.135 -0.040 -0.041
H 0.138 -1.669 -1.748 0.024 0.157 -0.112
H 0.810 -2.166 -0.252 0.209 0.018 0.195
H -2.609 -0.665 2.736 -0.236 -0.231 0.074
H -2.575 -2.529 2.735 0.073 -0.110 -0.070
H -0.803 -2.386 0.978 -0.071 -0.258 -0.174
```
Forces are in eV/Å.

Properties
Expectation value of S² ... 0.78
Net charge ... -1
ΔE to the lowest compared entry with this formula, charge and spin ... 0.0 kcal per mole
HOMO-LUMO gap (spin up / spin down) ... 0.1594 / 0.2426 Ha
LUMO energy (spin up / spin down) ... 4.068 / 4.036 eV
Spin multiplicity ... 2
E_tot ... -311.956351 a.u.